# 1
This record from OMol25 describes a structure of composition C39H51Cl2N2O2P3Sn at a distorted geometry. The level of theory is ωB97M-V with the def2-TZVPD basis set.

```
100
Properties=species:S:1:pos:R:3:forces:R:3
Sn 0.11455 -1.03417 1.89384 -0.34 -0.80 2.97
Cl 2.45222 -0.05916 2.44302 -0.73 -0.11 0.03
Cl -0.37164 -1.78334 4.04413 0.02 -0.06 -0.26
P -3.75864 -2.42631 -0.94033 1.47 1.23 -0.12
P 1.68935 1.27100 -4.47566 -0.09 -0.59 -0.09
P 1.73503 -2.85993 0.96541 0.00 -0.91 0.99
O -2.32276 0.35129 -1.80805 0.57 -0.48 0.38
O 0.17477 4.04944 5.94848 -0.20 -1.21 -0.73
N -0.64863 1.26473 2.24978 1.30 0.53 -0.27
N 0.02668 1.74015 6.14557 -0.34 0.62 -0.37
C 2.64626 -3.33677 2.47415 0.18 0.05 -0.23
C 3.33699 1.21832 -3.82313 0.88 -0.77 0.83
C 3.97421 1.98351 -2.81675 -0.09 -0.66 -1.06
C 1.38672 -1.53255 -4.00979 -0.45 0.35 -0.34
C -1.01088 4.85680 -4.28948 0.04 0.24 -0.52
C -2.00461 1.07616 7.46409 -0.14 0.14 -0.04
C 1.31268 0.41637 7.78982 0.13 -0.18 0.11
C 4.10802 0.50770 -4.77472 0.30 0.83 0.12
C -0.97398 -1.48272 -5.52467 0.01 0.29 0.37
C -0.23735 2.99660 -2.90214 0.38 0.49 -1.13
C -0.42904 -0.29506 -5.06186 0.35 -0.33 -0.19
C -0.26362 -0.35925 -0.82154 1.55 0.55 3.28
C -0.63706 2.79855 4.08239 -0.01 0.26 -0.46
C -0.06666 1.76602 3.35607 -0.75 -0.66 0.17
C -0.34714 -2.69024 -5.23469 -0.15 -0.37 -0.15
C 0.47791 -0.10496 0.17735 -0.54 2.11 -8.01
C -1.63338 3.57526 3.48423 0.14 -0.80 0.13
C -4.30246 -3.49146 0.34769 -0.51 -0.45 0.13
C -3.35278 -3.34076 -2.41420 -0.14 -0.42 -0.16
C -1.06214 4.11665 -3.11181 0.10 -0.36 0.35
C 2.96964 -2.82742 -0.38437 -0.13 0.47 -0.14
C -2.08946 3.17175 2.22957 0.26 -0.10 -0.59
C 0.76431 3.47203 -5.07604 -0.26 0.13 -0.27
C 0.83903 -0.31165 -4.45052 -0.60 0.05 1.58
C -1.48150 -0.77017 -1.42647 -0.97 0.31 -1.58
C 0.67746 2.65537 -3.93682 -0.42 0.31 0.09
C 0.83840 1.79056 7.36327 -0.13 0.40 0.15
C -1.15046 0.84282 6.23061 0.56 -0.34 -0.42
C -1.54422 2.03785 1.61086 -0.76 0.00 0.61
C 0.61314 -4.24413 0.60836 0.19 -0.21 -0.21
C -2.26172 -1.59528 -0.35618 1.47 0.03 1.99
C -0.08939 4.53190 -5.28376 -0.14 0.32 0.45
C 0.78963 -2.71446 -4.43610 0.02 -0.03 0.10
C -1.82059 -1.70287 0.93695 -0.79 0.09 -0.93
C 5.44091 0.83084 -4.95194 -0.20 -0.20 0.59
C 5.34264 2.22277 -2.96979 0.16 -0.14 0.05
C 6.05518 1.70864 -4.05227 -0.05 -0.02 -0.13
C -4.94652 -1.17809 -1.35448 -0.60 -0.10 -0.03
C -0.13134 2.95700 5.47898 0.41 0.96 1.35
H 0.23473 2.24659 8.16345 0.41 0.06 -0.07
H -0.93180 0.65601 -5.24071 0.22 -0.16 -0.24
H 2.14259 0.54154 8.48940 -0.12 -0.10 -0.03
H -1.86153 -1.43893 -6.13591 -0.21 -0.16 0.00
H 0.12720 -4.07273 -0.36540 0.15 -0.16 0.29
H 2.25140 -1.55309 -3.34862 0.08 0.11 -0.41
H 3.60539 -0.18246 -5.45685 0.16 0.38 -0.03
H -3.65904 -4.36940 0.43410 -0.02 0.11 -0.02
H -5.30302 -3.80974 0.05123 -0.10 -0.19 0.21
H -2.03804 4.42993 4.01391 -0.08 -0.07 -0.07
H -2.63227 -4.14043 -2.21203 -0.11 0.16 0.04
H -4.29356 -3.79680 -2.73621 0.10 -0.07 -0.18
H -0.75826 -0.18147 6.20654 -0.24 0.17 0.14
H -4.35672 -2.97306 1.30474 -0.10 0.00 -0.11
H -0.27891 2.48142 -1.94407 0.08 -0.13 -0.17
H 1.20601 -5.17161 0.58579 -0.41 0.14 -0.07
H -1.50170 0.74460 8.37759 -0.16 0.12 -0.15
H -1.82137 0.96812 -2.37807 -0.11 -0.35 0.07
H -2.97339 -2.70885 -3.22422 -0.09 0.04 0.20
H -2.93527 0.51478 7.35894 0.05 0.00 0.10
H 0.52976 -0.15076 8.30250 0.14 0.00 -0.11
H 1.47504 3.18051 -5.86456 -0.48 0.34 0.43
H 1.94507 -3.69967 3.23956 0.24 0.02 -0.27
H -1.25459 -1.36176 -2.33632 -0.15 -0.03 0.31
H -1.67781 5.70677 -4.45862 0.14 -0.36 0.25
H 1.69780 2.44156 7.15993 -0.34 -0.09 0.07
H 3.15247 -2.43773 2.85888 -0.13 -0.47 -0.13
H 1.37500 0.46205 0.23974 0.78 0.35 0.34
H -2.44825 -2.15592 1.70966 -0.03 -0.25 -0.48
H -0.01006 5.06356 -6.22170 -0.19 0.25 0.11
H -5.24626 -0.62663 -0.45953 0.02 -0.08 -0.09
H -0.15713 -4.29432 1.39243 0.28 -0.10 -0.20
H -0.74865 -3.61286 -5.64801 0.10 0.11 0.12
H 3.38931 -4.10214 2.20148 -0.29 0.14 0.28
H -5.80521 -1.71989 -1.75982 -0.17 0.26 -0.03
H 5.86311 2.83669 -2.24458 -0.04 -0.02 0.00
H 5.96137 0.41716 -5.79966 0.31 -0.11 0.04
H 3.67071 -3.67302 -0.24485 -0.41 0.41 0.00
H 1.67687 -0.17216 6.94119 -0.03 0.10 0.06
H -1.76639 4.41903 -2.33950 0.13 -0.08 -0.08
H 1.24124 -3.65997 -4.16904 -0.01 -0.12 0.00
H 0.85456 1.29124 3.69009 -0.53 -0.18 0.23
H 3.52523 -1.87410 -0.33583 -0.15 -0.45 -0.09
H -2.88369 3.70179 1.70754 0.32 0.07 0.11
H -1.75192 0.95671 5.31942 0.14 0.06 0.22
H 7.10084 1.96915 -4.20879 -0.25 0.03 0.16
H 2.46883 -2.91891 -1.36579 0.23 0.10 0.48
H -2.26053 2.13766 7.55768 0.03 -0.15 0.07
H -1.85040 1.75066 0.59706 -0.10 -0.19 0.55
H 3.43426 2.34882 -1.94605 -0.03 0.29 -0.39
H -4.55079 -0.47720 -2.09514 0.03 -0.24 0.14
```
Forces are in eV/Å.

- DFT total energy: -3934.7883 hartree
- LUMO energy: -7.3 eV
- Charge: +2

# 2
This record from OMol25 describes a cluster of 4 separate species, C39H52ClF24NO10 in total at a distorted geometry. The level of theory is ωB97M-V with the def2-TZVPD basis set.

```
127
Properties=species:S:1:pos:R:3:forces:R:3
Cl -1.37512 0.80552 4.84583 -0.06 -1.92 -1.55
F 0.12570 4.35163 -2.13031 -0.19 0.23 -0.24
F 1.99406 3.73288 -5.95262 -0.08 -0.62 -0.66
F -1.41985 4.24164 -4.41072 0.44 0.16 0.22
F 1.25321 3.44507 -3.74616 -0.19 0.39 0.42
F -1.00200 -0.31890 -6.89463 -0.28 -0.19 -0.31
F -1.67107 3.66412 5.31913 0.27 0.36 0.53
F -2.12328 -1.96291 -6.03204 0.42 0.36 -0.35
F 0.44139 3.36573 4.88518 -0.18 -0.09 0.52
F -5.02610 -3.02967 -4.40234 0.07 -0.24 -0.44
F 1.10334 5.70663 4.72663 0.60 0.22 -0.10
F 2.96387 3.72575 5.64093 -0.06 0.52 -0.07
F 3.11429 5.88565 3.93409 0.17 -0.12 0.31
F 4.20744 5.33940 6.40906 -0.42 0.38 -0.14
F 1.37929 1.03638 -6.27650 0.09 0.51 -0.20
F -0.89106 6.27273 -3.83160 0.56 -0.20 0.05
F -0.16783 5.56374 6.69231 -0.63 -0.54 0.18
F -3.57053 -0.33467 -7.89637 0.45 -0.25 0.09
F -5.48172 -4.45633 -6.81296 0.09 0.75 0.39
F -1.02167 4.10396 8.04655 0.23 -0.30 -0.71
F 1.42050 3.29424 -7.99532 -0.39 -0.44 0.53
F -2.06482 -0.81995 -9.39226 0.23 -0.37 0.43
F -3.42092 -3.85367 -6.52328 -0.85 -0.14 0.41
F -0.17361 1.99421 -5.08868 0.06 0.07 -0.56
F -4.42099 -1.29331 -5.56798 -0.39 -0.40 -0.17
O 6.41230 -1.31961 -1.12035 -1.82 1.14 0.25
O -4.89335 -0.83636 3.16074 -2.30 3.99 -6.91
O -0.04520 4.36873 -6.71236 1.13 -1.31 0.86
O 1.55379 -3.80395 4.20379 -1.55 -0.13 0.32
O 1.15520 3.96714 7.60913 -1.07 0.63 -1.40
O 1.76701 -1.62023 2.18381 -1.90 0.21 1.81
O -4.71473 -2.75883 -8.02911 0.68 -0.16 1.83
O -5.07922 1.21185 1.84752 0.28 -3.51 -0.70
O -0.04316 -1.15548 3.63701 -1.68 0.06 -1.78
O 2.72734 -4.40638 1.47359 -0.67 -1.58 -0.29
N 4.57538 -2.06146 2.14895 0.20 1.30 -0.70
C 0.94743 3.34274 -6.71993 0.08 2.06 -0.42
C -0.95620 -0.10737 3.23435 0.11 1.84 -0.33
C -6.01287 -1.22637 0.89718 0.66 0.82 -0.09
C 2.45094 -0.87725 3.23544 2.74 0.43 0.86
C -0.72406 -1.45745 -1.62269 -1.63 -1.35 2.83
C 0.27298 -4.84122 2.31653 0.05 -1.14 0.06
C 0.41501 -3.56701 3.30602 -1.54 -0.77 0.57
C -3.98799 1.45464 0.85756 0.61 0.37 -0.70
C -5.28239 -0.24564 2.02605 1.57 -2.47 5.05
C -3.44806 -2.56291 -8.66161 -0.34 -0.47 -0.97
C -0.12094 4.25404 7.03713 1.00 0.82 1.47
C 1.17574 -4.55939 5.40822 0.57 -0.23 0.95
C -0.37101 5.10410 -4.32667 -0.91 -0.25 -0.57
C -0.48330 -2.07148 1.20570 -2.21 0.75 -4.60
C -5.14894 -2.43699 -5.61990 -0.30 0.69 0.61
C -0.27782 1.10018 2.29641 -0.24 0.25 -1.48
C 0.40011 -2.07011 2.59349 1.14 -0.15 -0.58
C -1.60975 -1.49820 -7.19432 0.69 0.15 0.60
C 2.38310 5.97007 5.07784 0.00 0.43 -0.96
C -0.48140 3.31686 5.87850 -0.13 -0.37 -0.38
C 0.17301 -1.47020 -0.21107 -4.03 -1.34 -0.37
C 5.88736 -0.85917 0.19038 -0.56 0.62 0.08
C 4.06058 -0.79114 2.78143 -0.23 0.19 0.96
C 1.44437 -5.06761 1.20429 -0.22 -2.04 -1.13
C 0.68332 4.60467 -3.34479 0.29 -0.33 0.99
C 2.91016 4.99580 6.12576 0.10 -1.08 0.28
C -1.28284 1.57213 1.05857 0.07 -0.36 -0.24
C -4.66755 -3.36802 -6.73888 0.50 -0.81 -2.03
C 0.14613 5.40016 -5.74157 -0.16 0.82 -0.76
C -2.70428 2.21269 1.56595 0.09 -0.25 -0.25
C 4.75003 -1.94863 0.65142 0.10 -0.58 0.01
C -2.27950 -2.01226 -1.71517 2.94 0.19 4.09
C -2.94328 -2.56200 -0.31203 3.93 1.39 -0.43
C 0.39209 1.97030 -6.32157 -0.50 -0.70 0.20
C 0.86618 -4.78415 -0.34050 -0.06 0.52 -0.21
C -2.05397 -2.57747 1.06438 1.25 0.92 -1.96
C 2.14085 4.99057 7.45435 0.24 -0.06 1.10
C -2.67936 -1.29545 -8.26201 -0.99 0.45 -0.28
C 7.10137 -0.62437 1.26651 0.36 0.88 -0.33
H -6.19742 -2.16182 -5.76481 0.06 -0.18 -0.17
H -7.19601 -1.20520 0.98569 2.66 0.17 -0.09
H 1.17659 5.77640 -5.73999 -0.19 -0.29 0.20
H 3.43158 -5.11255 1.57678 -1.50 1.32 -0.15
H 0.95167 -5.74265 -1.03154 0.10 1.98 1.52
H -0.55147 2.28079 6.22156 0.21 0.51 0.35
H 7.73413 -1.57638 1.51661 -1.38 1.66 -0.59
H -5.61035 -2.31199 1.08019 -0.90 2.30 -0.13
H -2.71833 3.34590 1.24561 -0.15 -2.26 0.89
H -0.83662 -2.19181 -7.53412 -0.08 -0.03 -0.14
H -4.36414 2.16283 0.00042 0.34 -1.49 1.70
H -0.04827 2.07242 2.90810 -0.39 -2.18 -0.90
H 2.13282 0.24020 3.37457 0.15 -2.13 -0.45
H -2.57561 -2.98870 2.05521 1.18 1.02 -2.42
H 5.43098 -2.42103 2.63476 -1.13 0.76 -0.92
H -4.05727 -2.94525 -0.31677 2.67 0.80 0.13
H -5.66057 -0.87298 -0.17002 -0.93 -0.68 2.08
H -3.73295 0.41462 0.38127 -0.01 2.03 0.84
H -0.45055 6.23962 -6.11966 -0.08 -0.32 0.16
H -2.01329 -0.44457 2.84487 2.29 0.35 0.71
H -3.69255 -2.45389 -9.72557 -0.04 0.22 0.30
H 2.44047 7.00244 5.43169 0.04 -0.05 0.18
H 2.17612 -4.76115 6.02642 -2.12 0.56 -1.55
H 7.83433 0.17959 0.78664 -1.50 -1.82 0.93
H 5.67050 -1.08121 -1.76691 1.69 -0.61 1.28
H -0.55154 -3.57000 4.00872 1.78 0.16 -1.65
H 5.39800 0.20705 -0.02543 0.95 -2.17 0.76
H -0.22195 -1.03765 -2.61790 -1.16 -1.00 2.50
H 1.74815 5.98138 7.71411 0.02 -0.21 -0.35
H 2.87800 4.77495 8.23781 -0.08 -0.16 -0.33
H -2.82723 -1.98917 -2.75741 1.10 -0.10 2.48
H 1.47215 5.34671 -3.19847 -0.06 0.11 -0.14
H 4.15610 0.17203 2.11948 0.08 -1.89 0.98
H 4.71765 -0.61919 3.76320 -1.67 -0.10 -1.99
H 0.45950 -3.93438 6.12854 1.30 -1.35 -1.73
H 0.72982 -5.62189 5.14999 0.65 2.21 0.47
H 0.29362 -5.80883 3.01869 0.00 2.24 -1.32
H 1.68339 -6.23839 1.19976 -0.75 2.41 0.13
H 1.45684 -3.87430 -0.82852 -1.23 -2.09 1.05
H 5.07903 -3.00039 0.22128 -0.53 2.16 0.94
H -0.28404 -4.49489 -0.33920 2.46 -0.52 0.11
H 2.46606 -1.36918 4.29577 -0.53 0.53 -2.20
H 6.73132 -0.12730 2.28511 0.54 -1.26 -2.33
H 3.68664 -1.73145 0.15516 2.31 -0.28 1.16
H -0.76433 -4.93363 1.74130 2.20 0.58 1.38
H -0.68842 2.33491 0.35833 -1.29 -1.62 1.66
H -2.82279 -3.46310 -8.61592 -0.05 0.32 0.23
H 1.25403 -1.03470 -0.30323 -2.31 -1.05 0.51
H 0.71943 0.74164 1.76402 -2.12 0.49 1.36
H -2.80381 2.11027 2.72890 0.10 0.29 -2.24
H -1.54517 0.64886 0.37889 0.72 1.65 1.35
H -0.36730 1.63469 -7.03342 0.23 0.38 -0.03
```
Forces are in eV/Å.

- DFT total energy: -5180.6914 hartree
- LUMO energy: -0.2 eV
- SMILES string: CO[C@H](C[C@@H](C)O)[C@](OCCNC[C@@H](C)O)(O[C@@H](Cl)CCCCOC(C)=O)c1ccccc1.FC(F)C(F)(F)COC(F)(F)C(F)F.FC(F)C(F)(F)COC(F)(F)C(F)F.FC(F)C(F)(F)COC(F)(F)C(F)F
- Charge: 0